# C66H177N14O30S2

A cluster of 16 separate species, C66H177N14O30S2 in total (wB97M-V/def2-TZVPD, the OMol25 dataset).

Output
* energy above the lowest of the compared OMol25 structures with the same formula, charge and spin: 0.00 kcal per mole
* charge: -1
* Kohn-Sham gap: 7.08 eV
* E: -6440.58718 Eh
* largest force on an atom: 3.47 eV/Å

Geometry (Å):
N -23.892 -15.362 17.341
H -24.354 -15.813 18.119
H -24.019 -15.902 16.497
H -22.896 -15.300 17.497
H -24.372 -14.477 17.265
N -23.469 -9.404 17.283
H -24.143 -9.495 18.029
H -22.603 -8.930 17.499
H -23.920 -8.910 16.527
H -23.262 -10.332 16.941
N -27.030 -11.601 17.096
H -26.661 -11.419 16.173
H -26.251 -12.063 17.542
H -27.811 -12.236 17.019
H -27.172 -10.692 17.513
S -24.242 -12.590 16.079
O -25.152 -11.702 15.293
O -23.900 -13.735 15.255
O -23.004 -11.857 16.448
O -24.921 -13.100 17.302
S -26.420 -8.548 18.695
O -26.787 -7.821 19.901
O -25.409 -9.563 18.956
O -27.572 -9.305 18.201
O -25.893 -7.661 17.690
C -17.529 -7.834 20.792
O -18.542 -8.512 20.071
C -19.515 -7.635 19.446
C -20.478 -8.586 18.722
N -21.356 -7.848 17.757
C -20.633 -7.657 16.490
C -20.479 -8.928 15.625
O -19.402 -9.833 16.112
C -19.533 -11.123 15.486
H -16.972 -7.235 20.073
H -16.958 -8.571 21.358
H -17.983 -7.126 21.486
H -19.061 -6.928 18.752
H -20.035 -7.066 20.217
H -21.050 -9.073 19.511
H -19.885 -9.367 18.247
H -21.462 -6.897 18.081
H -19.635 -7.266 16.689
H -21.144 -6.911 15.882
H -20.190 -8.584 14.632
H -21.385 -9.517 15.489
H -19.394 -11.078 14.405
H -20.508 -11.517 15.771
H -18.799 -11.785 15.946
C -24.550 -5.818 11.599
O -23.450 -6.163 12.447
C -23.693 -7.469 13.068
C -24.708 -7.539 14.232
N -24.206 -7.073 15.563
C -23.744 -5.707 15.523
C -24.803 -4.651 15.171
O -24.124 -3.443 15.512
C -24.847 -2.348 15.039
H -25.510 -5.936 12.103
H -24.604 -6.478 10.734
H -24.562 -4.780 11.267
H -22.777 -7.872 13.502
H -24.040 -8.241 12.382
H -25.037 -8.571 14.352
H -25.655 -7.027 14.063
H -24.905 -7.119 16.291
H -22.868 -5.606 14.882
H -23.263 -5.431 16.461
H -25.718 -4.708 15.761
H -25.087 -4.704 14.120
H -24.783 -2.189 13.963
H -24.315 -1.484 15.437
H -25.887 -2.374 15.363
C -23.045 -15.413 8.451
O -21.930 -16.331 8.590
C -20.790 -15.761 9.361
C -20.940 -15.375 10.865
N -19.632 -15.191 11.413
C -19.689 -14.374 12.702
C -18.291 -14.065 13.239
O -17.840 -12.863 12.552
C -16.519 -12.518 12.984
H -22.819 -14.446 8.001
H -23.343 -15.238 9.485
H -23.938 -15.838 7.992
H -20.363 -14.905 8.839
H -19.956 -16.461 9.313
H -21.562 -16.135 11.339
H -21.559 -14.479 10.911
H -19.129 -14.565 10.800
H -20.212 -14.956 13.462
H -20.240 -13.446 12.550
H -17.614 -14.882 12.988
H -18.342 -13.864 14.309
H -16.044 -11.821 12.294
H -15.824 -13.358 13.008
H -16.549 -12.072 13.978
C -20.815 -9.236 22.970
O -21.444 -8.402 21.987
C -22.881 -8.572 21.983
C -23.503 -7.829 20.764
N -22.984 -6.529 20.668
C -23.588 -5.837 19.495
C -22.729 -4.600 19.054
O -21.487 -5.152 18.496
C -20.478 -4.106 18.326
H -21.199 -9.115 23.983
H -19.750 -9.046 23.104
H -21.009 -10.275 22.703
H -23.315 -8.138 22.884
H -23.172 -9.622 22.013
H -24.589 -7.762 20.833
H -23.203 -8.404 19.888
H -21.979 -6.510 20.576
H -24.654 -5.712 19.689
H -23.560 -6.536 18.659
H -22.586 -3.919 19.892
H -23.116 -3.935 18.281
H -19.607 -4.533 17.830
H -20.222 -3.690 19.300
H -20.776 -3.298 17.657
C -28.057 -14.887 17.528
O -28.448 -14.021 16.487
C -27.741 -14.283 15.318
C -28.151 -13.292 14.152
N -27.678 -11.944 14.261
C -28.039 -11.144 13.116
C -27.464 -9.740 13.148
O -28.313 -8.704 13.725
C -28.313 -8.631 15.177
H -28.165 -15.916 17.184
H -28.736 -14.622 18.338
H -27.063 -14.635 17.897
H -27.873 -15.323 15.019
H -26.672 -14.235 15.529
H -29.210 -13.275 13.892
H -27.735 -13.746 13.253
H -26.677 -11.985 14.387
H -29.122 -11.024 13.167
H -27.799 -11.626 12.169
H -27.121 -9.483 12.145
H -26.563 -9.843 13.752
H -27.336 -8.705 15.655
H -29.014 -9.365 15.574
H -28.628 -7.593 15.292
C -24.779 -20.939 16.866
O -24.799 -19.898 17.911
C -25.482 -18.691 17.519
C -26.040 -17.980 18.788
N -25.138 -16.946 19.267
C -25.695 -16.131 20.316
C -26.317 -16.933 21.529
O -27.667 -17.249 21.152
C -28.404 -17.928 22.163
H -25.819 -21.254 16.778
H -24.133 -21.795 17.060
H -24.453 -20.525 15.912
H -26.331 -18.832 16.850
H -24.727 -18.069 17.038
H -26.115 -18.701 19.602
H -27.005 -17.558 18.506
H -24.341 -17.462 19.610
H -26.468 -15.445 19.968
H -24.954 -15.451 20.737
H -26.279 -16.319 22.429
H -25.720 -17.832 21.686
H -28.664 -17.200 22.930
H -27.772 -18.708 22.589
H -29.362 -18.328 21.831
C -22.705 -10.859 13.192
O -22.091 -10.736 11.925
C -22.600 -11.644 10.930
C -21.527 -11.787 9.857
N -21.313 -10.663 9.003
C -20.412 -11.065 7.906
C -18.963 -11.368 8.315
O -18.840 -12.693 8.728
C -17.594 -13.111 9.271
H -22.263 -10.027 13.739
H -22.472 -11.863 13.546
H -23.778 -10.684 13.110
H -23.554 -11.328 10.507
H -22.771 -12.629 11.367
H -21.793 -12.665 9.269
H -20.614 -12.065 10.384
H -20.738 -10.035 9.547
H -20.464 -10.194 7.253
H -20.818 -11.925 7.373
H -18.677 -10.709 9.135
H -18.253 -11.164 7.513
H -17.185 -12.489 10.067
H -16.828 -13.113 8.496
H -17.755 -14.106 9.685
C -21.913 -16.632 20.729
O -22.643 -17.834 20.626
C -21.803 -18.951 20.966
C -22.607 -20.206 20.927
N -21.922 -21.371 21.488
C -22.572 -22.634 21.086
C -21.759 -23.872 21.353
O -20.587 -23.861 20.497
C -19.884 -25.104 20.563
H -21.494 -16.551 21.732
H -22.671 -15.861 20.586
H -21.071 -16.455 20.059
H -21.436 -18.989 21.992
H -20.901 -18.977 20.355
H -23.041 -20.393 19.944
H -23.403 -20.038 21.653
H -20.967 -21.326 21.162
H -22.779 -22.546 20.020
H -23.548 -22.639 21.573
H -22.421 -24.712 21.143
H -21.429 -23.955 22.388
H -20.619 -25.864 20.296
H -19.456 -25.436 21.509
H -19.135 -25.189 19.776
C -29.397 -14.177 21.137
O -28.592 -13.117 20.623
C -27.786 -12.399 21.570
C -26.998 -11.305 20.865
N -26.167 -10.434 21.709
C -26.978 -9.677 22.674
C -26.122 -8.669 23.458
O -26.910 -7.948 24.442
C -26.191 -7.224 25.399
H -30.007 -13.788 21.952
H -28.721 -14.978 21.437
H -30.087 -14.471 20.347
H -27.077 -12.990 22.150
H -28.517 -11.854 22.168
H -27.680 -10.799 20.182
H -26.256 -11.744 20.199
H -25.848 -9.783 21.004
H -27.549 -10.322 23.341
H -27.684 -9.064 22.114
H -25.735 -7.872 22.822
H -25.332 -9.249 23.937
H -25.381 -6.625 24.982
H -25.795 -7.870 26.183
H -26.912 -6.585 25.909
C -26.398 -16.996 10.948
O -26.683 -16.187 12.037
C -25.582 -15.739 12.768
C -25.173 -16.669 13.903
N -24.031 -16.322 14.712
C -22.864 -16.804 14.032
C -22.633 -18.296 14.085
O -23.339 -19.119 13.097
C -22.852 -18.934 11.798
H -25.985 -16.430 10.113
H -27.314 -17.490 10.626
H -25.820 -17.889 11.186
H -25.849 -14.786 13.225
H -24.670 -15.550 12.201
H -25.303 -17.730 13.686
H -25.945 -16.503 14.654
H -23.993 -15.312 14.690
H -21.941 -16.345 14.386
H -22.817 -16.363 13.037
H -22.928 -18.713 15.048
H -21.560 -18.484 14.052
H -23.473 -19.566 11.163
H -21.807 -19.212 11.658
H -22.945 -17.907 11.446
C -23.645 -12.622 21.107
O -22.603 -13.404 20.578
C -21.781 -12.526 19.802
C -20.893 -13.342 18.845
N -21.652 -13.797 17.642
C -20.832 -14.495 16.619
C -20.425 -15.919 16.976
O -21.574 -16.732 17.051
C -21.320 -18.115 17.314
H -24.383 -13.289 21.554
H -24.181 -12.001 20.389
H -23.260 -12.057 21.956
H -21.244 -11.773 20.378
H -22.403 -11.951 19.117
H -20.603 -14.236 19.396
H -20.004 -12.754 18.615
H -22.176 -12.967 17.403
H -19.950 -13.928 16.321
H -21.481 -14.382 15.751
H -19.782 -15.913 17.856
H -19.864 -16.170 16.076
H -22.253 -18.572 17.645
H -20.537 -18.116 18.072
H -21.024 -18.520 16.346